Record 1
{"formula": "C11H11BrCoN2O6S", "method": "wB97M-V/def2-TZVPD", "total_charge": 1, "multiplicity": 5, "gap_ev": [10.07, 6.28], "fmax_ev_per_a": 0.467, "e_homo_ev": [-13.23, -13.23], "s2": 6.01, "species": ["Co", "O", "C", "C", "C", "C", "C", "C", "N", "H", "H", "H", "H", "H", "H", "H", "O", "C", "C", "C", "N", "C", "Br", "C", "H", "H", "H", "H", "O", "S", "O", "O", "O"], "positions_angstrom": [[0.096, 0.113, -0.269], [2.114, 0.128, 0.376], [2.901, -1.029, 0.127], [1.966, -2.204, 0.079], [2.485, -3.489, 0.117], [1.627, -4.570, 0.108], [0.262, -4.321, 0.083], [-0.176, -3.016, 0.042], [0.647, -1.950, 0.020], [2.510, 0.903, -0.077], [3.627, -1.164, 0.935], [3.442, -0.918, -0.818], [3.556, -3.622, 0.166], [2.009, -5.580, 0.138], [-0.461, -5.121, 0.099], [-1.232, -2.800, 0.035], [-5.548, 2.898, 0.146], [-4.341, 2.335, 0.094], [-3.144, 3.014, 0.318], [-1.962, 2.318, 0.233], [-1.867, 1.001, -0.058], [-3.037, 0.391, -0.286], [-2.992, -1.392, -0.875], [-4.277, 0.979, -0.222], [-5.486, 3.840, 0.355], [-3.119, 4.067, 0.556], [-1.028, 2.831, 0.418], [-5.176, 0.422, -0.434], [2.461, 1.844, -1.862], [1.062, 2.097, -1.695], [0.410, 3.117, -2.427], [0.707, 2.071, -0.229], [0.368, 0.668, -2.030]], "lowdin_spin": [2.949, 0.062, 0.004, 0.004, 0.001, 0.000, 0.002, 0.005, 0.042, 0.000, 0.001, 0.000, 0.000, 0.000, 0.000, 0.001, 0.000, 0.000, 0.002, 0.003, 0.049, 0.005, 0.008, 0.002, 0.000, 0.000, 0.000, 0.000, 0.094, -0.012, 0.033, 0.146, 0.598]}

Record 2
{"formula": "C11H11BrNO2", "method": "wB97M-V/def2-TZVPD", "total_charge": 1, "de_lowest_ev": 2.837, "multiplicity": 1, "gap_ev": [5.94, 5.93], "fmax_ev_per_a": 6.330, "e_homo_ev": [-12.05, -12.05], "species": ["C", "C", "C", "C", "C", "C", "C", "C", "C", "C", "C", "N", "O", "O", "Br", "H", "H", "H", "H", "H", "H", "H", "H", "H", "H", "H"], "positions_angstrom": [[2.525, -0.840, 2.373], [1.427, -1.616, 2.640], [2.561, 0.061, 1.352], [0.215, -1.302, 2.093], [1.358, 0.341, 0.647], [0.155, -0.256, 1.175], [1.418, 0.987, -0.555], [-0.150, 0.657, -1.617], [-0.337, 1.402, -2.651], [-1.183, 0.139, 0.529], [-2.225, -0.901, -1.545], [-1.028, -0.165, -0.879], [-1.445, 1.682, -3.396], [-1.821, 1.359, 0.756], [2.719, 2.114, -1.266], [3.364, -1.158, 2.929], [1.584, -2.512, 3.351], [3.538, 0.420, 1.027], [-0.674, -1.805, 2.147], [0.535, 2.108, -2.857], [-1.877, -0.761, 0.703], [-2.145, -0.700, -2.619], [-2.126, -1.934, -1.369], [-3.101, -0.408, -1.138], [-2.149, 1.250, -3.068], [-1.139, 1.839, 1.240]], "mulliken_charge": [-0.650, -0.408, -0.723, -0.643, 1.545, 0.175, -0.228, 0.542, 0.028, -0.643, -1.178, 0.108, -0.432, -0.496, -0.004, 0.406, 0.321, 0.303, 0.505, 0.065, 0.476, 0.487, 0.278, 0.469, 0.280, 0.418]}

Record 3
{"formula": "C11H11Cl3CuGeN2O2S5", "method": "wB97M-V/def2-TZVPD", "total_charge": 0, "multiplicity": 2, "gap_ev": [7.24, 5.46], "fmax_ev_per_a": 3.069, "e_homo_ev": [-7.83, -8.04], "s2": 0.76, "species": ["Cu", "O", "C", "N", "C", "O", "C", "C", "C", "C", "N", "C", "H", "H", "H", "H", "H", "H", "H", "H", "Cl", "Ge", "Cl", "Cl", "C", "S", "C", "C", "S", "S", "C", "S", "S", "H", "H", "H"], "positions_angstrom": [[2.959, -9.372, 9.154], [5.912, -10.871, 11.968], [5.645, -12.209, 12.420], [4.871, -12.150, 13.627], [3.489, -12.248, 13.639], [2.906, -12.403, 14.696], [2.691, -11.953, 12.404], [1.528, -12.663, 12.192], [0.629, -12.410, 11.141], [1.006, -11.378, 10.319], [2.111, -10.633, 10.519], [2.983, -10.923, 11.501], [6.788, -10.720, 11.610], [6.599, -12.687, 12.680], [5.081, -12.742, 11.634], [5.360, -12.126, 14.476], [1.294, -13.455, 12.886], [-0.316, -12.926, 11.002], [0.396, -11.104, 9.430], [3.878, -10.378, 11.534], [3.076, -5.546, 9.541], [3.872, -7.402, 10.285], [6.098, -7.431, 9.832], [3.788, -7.204, 12.515], [7.343, -5.635, 7.050], [6.297, -6.762, 6.014], [6.406, -8.219, 6.883], [5.329, -8.906, 7.366], [3.630, -8.447, 7.264], [5.755, -10.396, 8.250], [7.444, -10.056, 8.333], [8.430, -11.003, 9.362], [8.020, -8.836, 7.329], [7.564, -4.832, 6.442], [8.311, -6.131, 7.174], [6.855, -5.321, 7.978]], "lowdin_spin": [0.265, 0.000, 0.000, 0.000, 0.000, 0.000, 0.000, 0.000, 0.001, 0.004, 0.018, 0.002, 0.000, 0.000, 0.000, 0.000, 0.000, 0.000, 0.001, 0.001, 0.046, 0.166, 0.054, 0.099, 0.007, 0.019, 0.069, -0.010, 0.236, -0.010, 0.003, 0.013, 0.013, 0.000, 0.000, 0.001]}

Record 4
{"formula": "C11H11F", "method": "wB97M-V/def2-TZVPD", "total_charge": 0, "multiplicity": 1, "gap_ev": 8.29, "fmax_ev_per_a": 4.363, "e_homo_ev": -8.00, "smiles": "F[C@@H]1[C@H]2CCC=C3C=CC=C[C@]312", "species": ["F", "C", "C", "C", "C", "C", "C", "C", "C", "C", "C", "C", "H", "H", "H", "H", "H", "H", "H", "H", "H", "H", "H"], "positions_angstrom": [[2.057, 1.817, 1.764], [0.798, 1.192, 1.633], [0.857, -0.329, 1.432], [-0.364, -1.190, 1.862], [-0.888, -2.032, 0.688], [-1.341, -1.165, -0.456], [-0.789, 0.091, -0.604], [-1.216, 1.076, -1.617], [-0.214, 1.809, -2.152], [1.109, 1.308, -1.989], [1.504, 0.694, -0.881], [0.495, 0.390, 0.179], [0.083, 1.530, 2.362], [1.759, -0.987, 1.365], [-1.212, -0.623, 2.204], [-0.119, -1.980, 2.577], [-0.223, -2.667, 0.273], [-1.822, -2.655, 0.934], [-1.914, -1.620, -1.369], [-2.342, 1.307, -1.598], [-0.499, 2.393, -2.994], [1.795, 1.478, -2.822], [2.486, 0.163, -0.791]], "mulliken_charge": [-0.317, -0.337, -0.123, -0.883, -0.800, -0.420, 0.294, -0.608, -0.760, -0.162, -0.893, 1.111, 0.397, 0.355, 0.364, 0.342, 0.425, 0.367, 0.261, 0.286, 0.402, 0.396, 0.305]}

Record 5
{"formula": "C11H11FO2", "method": "wB97M-V/def2-TZVPD", "total_charge": 0, "de_lowest_ev": 2.628, "multiplicity": 1, "gap_ev": 8.96, "fmax_ev_per_a": 4.465, "e_homo_ev": -8.42, "species": ["C", "C", "C", "C", "C", "C", "C", "C", "C", "C", "C", "O", "O", "F", "H", "H", "H", "H", "H", "H", "H", "H", "H", "H", "H"], "positions_angstrom": [[0.443, -1.119, 3.363], [0.189, 0.147, 3.867], [0.666, -1.290, 2.013], [0.190, 1.239, 3.021], [0.648, -0.204, 1.144], [0.428, 1.076, 1.662], [-2.430, -0.521, -2.239], [-1.425, -0.915, -1.521], [0.216, 0.402, -1.076], [0.846, 0.326, -2.449], [0.870, 2.063, -0.401], [0.866, -0.456, -0.185], [0.449, 2.221, 0.889], [0.438, 3.093, -1.144], [0.458, -1.974, 4.021], [-0.006, 0.285, 4.918], [0.855, -2.267, 1.596], [0.010, 2.236, 3.389], [1.946, 1.923, -0.536], [-3.191, -1.214, -2.577], [-2.565, 0.505, -2.539], [-1.086, -1.836, -1.102], [0.644, -0.638, -2.909], [1.928, 0.456, -2.391], [0.432, 1.108, -3.081]], "mulliken_charge": [-0.546, -0.449, -0.536, -0.547, 0.441, 0.438, -0.559, -0.231, 0.267, -1.527, 0.252, -0.363, -0.427, -0.312, 0.379, 0.383, 0.419, 0.425, 0.371, 0.268, 0.279, 0.343, 0.439, 0.440, 0.353]}

Record 6
{"formula": "C11H11N", "method": "wB97M-V/def2-TZVPD", "total_charge": 0, "de_lowest_ev": 3.928, "multiplicity": 1, "gap_ev": 8.96, "fmax_ev_per_a": 4.792, "e_homo_ev": -8.37, "smiles": "c1ccccc1.c1ccncc1", "species": ["C", "C", "C", "C", "C", "C", "H", "H", "H", "H", "H", "H", "C", "C", "C", "N", "C", "C", "H", "H", "H", "H", "H"], "positions_angstrom": [[2.032, -1.307, 0.298], [3.194, -0.848, -0.327], [3.363, 0.491, -0.402], [2.403, 1.452, 0.058], [1.184, 0.942, 0.538], [1.146, -0.476, 0.787], [1.693, -2.425, 0.244], [3.992, -1.580, -0.784], [4.230, 0.965, -0.807], [2.634, 2.549, 0.037], [0.489, 1.617, 1.031], [0.192, -0.980, 1.139], [-3.378, -0.474, 0.183], [-3.292, 0.893, 0.111], [-1.962, 1.408, -0.276], [-0.944, 0.532, -0.498], [-1.233, -0.816, -0.666], [-2.336, -1.458, -0.135], [-4.405, -0.742, 0.323], [-4.135, 1.525, 0.169], [-1.999, 2.618, -0.393], [-0.312, -1.352, -0.779], [-2.555, -2.534, 0.150]], "mulliken_charge": [0.020, -0.622, -0.194, -0.683, 0.140, -0.783, 0.245, 0.235, 0.335, 0.319, 0.367, 0.665, -0.121, -0.518, 0.030, -0.248, -0.675, -0.364, 0.322, 0.413, 0.213, 0.567, 0.339]}